No. 1
ORCA calculation (ωB97M-V/def2-TZVPD) on 8 unconnected molecules or ions with the total composition C49H106N8O8.

Structure (ORCA input):
```
! RIJCOSX wB97M-V def2-TZVPD def2/J DEFGRID3
* xyz 6 1
N -0.344 -1.063 1.202
O 0.775 -0.813 1.722
O -0.555 -2.233 0.790
O -1.162 -0.174 0.994
C 1.914 -3.880 -0.294
C 0.977 -5.091 -0.221
O -0.086 -5.048 -0.765
N 1.495 -6.293 0.534
H 2.506 -6.182 0.504
H 1.202 -6.279 1.510
C 1.157 -7.616 -0.124
H 1.687 -3.297 -1.183
H 2.933 -4.236 -0.470
H 1.828 -3.235 0.582
H 1.564 -8.377 0.543
H 1.730 -7.650 -1.048
H 0.127 -7.934 -0.261
C -4.013 -4.016 -4.861
C -3.534 -3.186 -3.685
O -3.284 -2.026 -3.802
N -3.625 -3.891 -2.328
H -4.586 -4.082 -2.045
H -3.249 -4.831 -2.448
C -2.888 -3.100 -1.215
H -4.296 -5.042 -4.629
H -3.089 -3.947 -5.442
H -4.812 -3.555 -5.440
H -1.828 -3.021 -1.441
H -2.996 -3.488 -0.204
H -3.374 -2.127 -1.186
C 6.066 1.170 2.930
C 6.850 0.893 1.620
C 7.491 -0.573 1.809
C 6.416 -1.617 1.597
C 5.673 -1.603 0.257
C 5.068 -0.237 -0.088
N 5.935 0.968 0.420
O 5.767 2.063 -0.127
C 3.702 0.024 0.573
C 5.035 -0.094 -1.617
C 8.001 1.905 1.401
H 6.744 1.210 3.783
H 5.424 0.314 3.132
H 5.536 2.121 2.985
H 7.777 -0.647 2.857
H 8.377 -0.684 1.185
H 5.802 -1.656 2.501
H 6.970 -2.543 1.778
H 5.014 -2.466 0.178
H 6.458 -1.745 -0.490
H 2.981 -0.507 -0.058
H 3.291 1.027 0.459
H 3.568 -0.401 1.566
H 4.708 -1.005 -2.120
H 6.034 -0.023 -2.051
H 4.476 0.792 -1.915
H 8.436 1.814 0.405
H 8.851 1.753 2.065
H 7.638 2.918 1.569
C -4.922 1.776 -1.674
C -4.255 3.160 -1.660
C -3.325 3.299 -2.918
C -4.032 3.641 -4.220
C -4.843 4.880 -3.984
C -5.898 4.774 -2.921
N -5.284 4.208 -1.598
O -6.035 4.172 -0.610
C -7.129 3.914 -3.294
C -6.376 6.172 -2.655
C -3.226 3.342 -0.453
H -5.443 1.578 -0.732
H -4.240 0.929 -1.585
H -5.642 1.596 -2.469
H -2.725 2.400 -3.071
H -2.542 3.985 -2.588
H -4.707 2.813 -4.456
H -3.320 3.565 -5.042
H -5.365 5.115 -4.915
H -4.212 5.762 -3.861
H -7.642 4.318 -4.165
H -7.823 3.663 -2.494
H -6.781 2.939 -3.646
H -7.024 6.306 -1.787
H -6.839 6.669 -3.505
H -5.573 6.833 -2.319
H -2.544 2.493 -0.384
H -3.813 3.486 0.452
H -2.497 4.136 -0.615
C -1.384 2.460 4.145
C 0.044 3.037 3.921
C -0.154 4.544 3.552
C 1.119 5.396 3.555
C 1.594 5.366 5.027
C 1.908 3.954 5.599
N 0.772 2.998 5.280
O 0.864 1.860 5.779
C 2.055 4.122 7.138
C 3.132 3.433 4.846
C 0.823 2.197 2.878
H -1.324 1.409 4.435
H -1.998 2.463 3.248
H -1.776 2.966 5.026
H -1.017 4.931 4.096
H -0.567 4.545 2.539
H 0.860 6.375 3.158
H 1.816 4.911 2.870
H 0.770 5.847 5.558
H 2.421 6.029 5.283
H 1.913 3.121 7.542
H 1.304 4.755 7.613
H 2.977 4.652 7.369
H 3.076 3.684 3.791
H 3.353 2.365 4.916
H 4.052 3.818 5.290
H 1.022 1.183 3.227
H 1.835 2.466 2.571
H 0.224 2.168 1.969
C -2.894 -6.882 0.514
C -3.137 -5.969 1.712
C -1.849 -5.293 2.218
N -2.145 -4.367 3.403
C -2.760 -5.079 4.637
C -2.979 -3.152 3.093
C -2.477 -1.940 3.981
C -1.090 -2.434 4.377
C -0.770 -3.808 3.822
H -2.373 -6.319 -0.267
H -3.850 -7.134 0.058
H -2.254 -7.743 0.702
H -3.702 -6.458 2.505
H -3.844 -5.188 1.416
H -1.325 -4.668 1.498
H -1.333 -6.174 2.606
H -3.696 -5.541 4.337
H -2.959 -4.199 5.245
H -1.964 -5.700 5.037
H -4.023 -3.447 3.173
H -2.711 -2.848 2.080
H -3.142 -1.735 4.818
H -2.458 -1.051 3.352
H -1.228 -2.504 5.458
H -0.386 -1.628 4.182
H -0.250 -4.400 4.571
H -0.214 -3.672 2.894
C 3.159 1.658 -7.559
C 1.981 1.895 -6.604
C 2.194 1.408 -5.174
N 0.925 1.049 -4.430
C -0.015 2.282 -4.455
C 1.167 0.554 -3.010
C 0.256 -0.613 -2.732
C -0.534 -0.908 -4.001
C 0.267 -0.194 -5.070
H 2.969 2.192 -8.487
H 3.194 0.586 -7.765
H 4.146 1.911 -7.174
H 1.143 1.322 -7.000
H 1.847 2.977 -6.579
H 2.841 2.111 -4.649
H 2.718 0.453 -5.257
H -0.523 2.323 -5.417
H 0.567 3.192 -4.327
H -0.717 2.117 -3.641
H 1.285 1.345 -2.271
H 2.164 0.107 -2.981
H -0.474 -0.324 -1.974
H 0.703 -1.572 -2.477
H -1.513 -0.431 -3.945
H -0.713 -1.964 -4.183
H -0.303 0.193 -5.910
H 1.162 -0.773 -5.294
*
```

Calculated values
- LUMO (eV) = -13.95
- gap between HOMO and LUMO (eV) = 6.923
- E_tot (a.u.) = -2967.78087

=====

No. 2
ORCA calculation (ωB97M-V/def2-TZVPD) on a molecular structure, C49H108AsF6N5OP2.

Structure (ORCA input):
```
! RIJCOSX wB97M-V def2-TZVPD def2/J DEFGRID3
* xyz 4 1
As 1.842 1.336 -0.922
F 2.486 0.725 0.570
F 0.603 0.117 -0.798
F 1.313 1.796 -2.510
F 3.070 2.548 -1.077
F 2.934 0.201 -1.698
F 0.744 2.459 -0.203
C 5.938 0.760 -0.784
N 6.707 0.383 0.453
C 6.240 -0.986 0.817
C 8.158 0.318 0.171
C 6.324 1.340 1.553
C 7.193 1.188 2.798
O 6.439 1.918 3.772
H 6.551 1.491 -1.323
H 5.052 1.309 -0.489
H 5.810 -0.052 -1.489
H 5.153 -1.039 0.788
H 6.581 -1.265 1.810
H 6.619 -1.694 0.082
H 8.281 -0.132 -0.813
H 8.650 -0.358 0.867
H 8.607 1.306 0.198
H 5.250 1.299 1.697
H 6.624 2.305 1.137
H 8.128 1.732 2.650
H 7.402 0.186 3.174
H 6.983 2.069 4.552
C -1.537 -1.680 -4.429
C -0.513 -0.685 -3.955
N 0.863 -1.065 -4.268
C 1.498 -2.246 -3.903
C 2.778 -2.111 -4.279
N 2.938 -0.836 -4.798
C 1.758 -0.251 -4.769
C 4.110 -0.419 -5.569
H -1.524 -1.780 -5.520
H -2.555 -1.387 -4.188
H -1.314 -2.694 -4.089
H -0.633 -0.472 -2.892
H -0.662 0.278 -4.445
H 0.943 -3.009 -3.393
H 3.628 -2.769 -4.238
H 1.575 0.768 -5.068
H 3.923 0.590 -5.945
H 4.145 -1.023 -6.472
H 5.017 -0.373 -4.979
C 0.323 0.712 2.861
C -0.966 0.172 2.266
N -2.040 1.168 2.236
C -2.836 1.513 1.178
C -3.796 2.351 1.639
N -3.562 2.494 2.992
C -2.517 1.765 3.326
C -4.398 3.285 3.911
H 0.758 1.548 2.313
H 1.060 -0.082 2.932
H 0.142 1.154 3.847
H -1.377 -0.682 2.812
H -0.716 -0.269 1.301
H -2.718 1.043 0.218
H -4.622 2.872 1.190
H -2.092 1.724 4.315
H -4.803 4.132 3.372
H -3.806 3.565 4.777
H -5.200 2.640 4.268
C 1.134 4.505 -3.801
C 1.087 6.025 -3.575
C 1.441 6.381 -2.138
C 0.499 5.723 -1.135
P 0.497 6.350 0.543
C 2.209 6.346 1.107
C 2.779 4.929 1.242
C 4.298 4.969 1.430
C 5.047 5.648 0.292
C -0.604 5.223 1.425
C -0.993 5.511 2.886
C 0.163 5.723 3.853
C -0.407 6.017 5.268
C -0.168 8.016 0.503
C 0.057 8.835 1.774
C -0.575 10.231 1.675
C -0.156 11.150 2.811
H 1.107 4.276 -4.865
H 0.251 4.046 -3.347
H 2.003 4.068 -3.310
H 0.095 6.413 -3.823
H 1.786 6.489 -4.272
H 1.501 7.468 -2.010
H 2.480 6.083 -1.946
H 0.682 4.645 -1.062
H -0.516 5.747 -1.555
H 2.207 6.846 2.078
H 2.719 7.001 0.397
H 2.626 4.354 0.324
H 2.280 4.411 2.062
H 4.608 3.917 1.478
H 4.573 5.335 2.424
H 4.953 6.735 0.299
H 4.619 5.310 -0.656
H 6.110 5.430 0.351
H -0.183 4.220 1.306
H -1.513 5.276 0.813
H -1.606 4.672 3.216
H -1.591 6.427 2.891
H 0.839 6.547 3.641
H 0.689 4.767 3.945
H -0.925 5.112 5.602
H -1.173 6.791 5.219
H 0.384 6.248 5.974
H -1.228 7.955 0.234
H 0.285 8.565 -0.328
H 1.124 8.979 1.989
H -0.298 8.331 2.679
H -1.662 10.069 1.747
H -0.481 10.618 0.658
H -0.944 11.794 3.187
H 0.628 11.829 2.463
H 0.304 10.573 3.614
C -5.209 -5.270 -4.504
C -5.461 -5.037 -3.027
C -5.011 -6.214 -2.138
C -3.669 -5.922 -1.468
P -3.134 -7.052 -0.157
C -1.978 -6.243 0.932
C -2.463 -4.978 1.688
C -1.336 -3.978 1.889
C -0.929 -3.195 0.606
C -2.357 -8.505 -0.888
C -3.078 -9.173 -2.058
C -2.523 -10.591 -2.269
C -2.953 -11.212 -3.604
C -4.575 -7.649 0.772
C -4.297 -8.109 2.205
C -5.590 -8.582 2.869
C -6.053 -9.939 2.329
H -4.128 -5.400 -4.653
H -5.482 -4.441 -5.158
H -5.708 -6.154 -4.900
H -4.969 -4.115 -2.701
H -6.520 -4.857 -2.831
H -5.786 -6.397 -1.394
H -4.922 -7.133 -2.720
H -2.806 -5.825 -2.136
H -3.725 -4.944 -0.969
H -1.084 -6.006 0.347
H -1.710 -6.985 1.689
H -2.806 -5.309 2.668
H -3.307 -4.521 1.166
H -0.454 -4.493 2.271
H -1.609 -3.161 2.557
H -1.721 -2.488 0.343
H -0.608 -3.780 -0.253
H -0.100 -2.553 0.922
H -2.143 -9.195 -0.060
H -1.334 -8.220 -1.174
H -2.891 -8.585 -2.960
H -4.155 -9.235 -1.884
H -2.854 -11.203 -1.432
H -1.436 -10.500 -2.299
H -2.071 -11.688 -4.054
H -3.267 -10.542 -4.403
H -3.614 -12.071 -3.503
H -5.137 -6.707 0.861
H -5.098 -8.373 0.151
H -3.606 -8.956 2.204
H -3.894 -7.263 2.764
H -5.471 -8.584 3.950
H -6.407 -7.889 2.641
H -6.524 -9.868 1.350
H -6.790 -10.364 3.012
H -5.249 -10.679 2.298
*
```

Calculated values
- LUMO (eV) = -7.25
- gap between HOMO and LUMO (eV) = 10.131
- E_tot (a.u.) = -5797.50208